# 1
The following is a quantum chemistry calculation of S2 in the gas phase, from OMol25.

The geometry in XYZ format:
```
2
Properties=species:S:1:pos:R:3:forces:R:3
S -0.180720 0.030470 1.039665 0.803 -0.135 -4.620
S 0.180720 -0.030470 -1.039665 -0.803 0.135 4.620
```
Forces are in eV/Å.

## Properties
- HOMO: -8.891 eV
- Gap between HOMO and LUMO: 5.7002 eV
- Net charge: 0


# 2
The following is a quantum chemistry calculation of C5H6BrNO in the gas phase, from OMol25.

The geometry in XYZ format:
```
14
Properties=species:S:1:pos:R:3:forces:R:3
C 2.931129 -1.827752 -0.054610 0.482 -3.936 -0.342
C 0.966375 -0.588964 0.530096 -0.194 2.093 0.762
C 0.264465 0.302483 -0.591443 1.269 -2.817 -0.492
C -1.357792 -1.242961 -0.915692 1.440 -2.695 -2.237
C 2.435036 -0.670582 0.347968 0.203 3.417 0.080
N 3.045891 -2.975675 -0.249651 0.534 0.514 -0.232
O -1.066747 -0.034544 -0.583589 -0.786 2.529 1.011
Br 3.649678 0.785967 -0.021624 -0.901 -0.293 0.454
H 0.625799 -0.236835 1.575499 0.660 -0.319 -1.571
H 0.675980 -1.619846 0.435820 -0.698 -0.288 -0.153
H 0.250569 1.324641 -0.391162 0.777 1.701 0.277
H 0.656449 0.034528 -1.628341 0.091 0.543 1.232
H -0.826193 -1.708819 -1.794758 -0.340 0.428 0.961
H -2.353317 -1.422283 -0.790552 -2.540 -0.877 0.250
```
Forces are in eV/Å.

## Properties
- HOMO (spin up / spin down): -7.620 / -11.205 eV
- Gap between HOMO and LUMO (spin up / spin down): 7.9650 / 9.5551 eV
- Multiplicity: 3
- ⟨S²⟩: 2.021
- Net charge: 0


# 3
The following is a quantum chemistry calculation of 2 unconnected molecules or ions with the total composition C4H9NO3, from OMol25.

The geometry in XYZ format:
```
17
Properties=species:S:1:pos:R:3:forces:R:3
N -0.009445 0.709235 -2.126169 -0.547 0.360 0.018
C 0.806600 -0.296438 -1.764567 0.734 -0.573 -0.773
O 1.802246 -0.606545 -2.414491 -0.568 0.262 0.623
C 0.352684 -1.119527 -0.571412 -0.486 0.222 0.050
C 0.054091 -0.403805 0.728700 2.564 1.334 -0.079
C 0.841028 0.753591 1.197722 0.563 -0.092 -0.684
O -0.419227 1.122948 0.653355 0.190 -2.341 0.051
H 0.186186 1.230490 -2.969475 0.015 -0.160 0.220
H -0.829661 0.925552 -1.572918 0.375 0.075 -0.219
H -0.545061 -1.683848 -0.869803 0.176 0.171 0.021
H 1.131320 -1.867189 -0.377015 -0.099 0.231 0.061
H -0.059366 -1.144099 1.530160 -1.545 0.825 -0.206
H 0.911074 0.889506 2.282484 0.191 0.053 -0.354
H 1.679352 1.092843 0.582730 -0.048 0.113 0.394
O -2.258603 -0.107648 1.696283 0.593 3.056 -0.499
H -1.693908 0.836224 1.415860 -1.953 -3.665 1.258
H -1.949310 -0.331289 2.578556 -0.157 0.129 0.116
```
Forces are in eV/Å.

## Properties
- HOMO: -9.812 eV
- Gap between HOMO and LUMO: 10.4805 eV
- SMILES: NC(=O)C[C@H]1CO1.O
- Net charge: 0


# 4
The following is a quantum chemistry calculation of C2H4N2O2 in the gas phase, from OMol25.

The geometry in XYZ format:
```
10
Properties=species:S:1:pos:R:3:forces:R:3
N -1.542956 1.055349 0.082291 0.174 0.079 -0.002
C -0.249392 0.739182 -0.235096 0.028 -0.051 0.002
O 0.335776 1.165424 -1.218640 -0.181 -0.388 0.366
N 0.322354 -0.079506 0.764167 0.184 -0.130 -0.058
C 1.063633 -1.085637 0.551449 -0.133 0.152 0.162
O 1.369752 -1.715806 -0.584818 -0.044 0.131 0.101
H -1.918360 1.901297 -0.315165 -0.021 -0.161 -0.143
H -1.874210 0.786990 0.995553 0.119 0.108 -0.089
H 1.534350 -1.573435 1.405673 -0.068 0.002 -0.171
H 1.013001 -1.233016 -1.341177 -0.057 0.256 -0.168
```
Forces are in eV/Å.

## Properties
- HOMO: -10.045 eV
- Gap between HOMO and LUMO: 10.8498 eV
- SMILES: NC(=O)/N=C\O
- Net charge: 0


# 5
The following is a quantum chemistry calculation of C5H8N2 in the gas phase, from OMol25.

The geometry in XYZ format:
```
15
Properties=species:S:1:pos:R:3:forces:R:3
C -1.511200 -1.815628 -0.320665 -0.036 -0.027 0.004
C -0.502883 -0.728834 -0.153450 0.001 0.118 0.119
C -0.503815 0.398210 0.557712 0.059 -0.152 -0.067
C 0.851367 1.034092 0.378619 0.015 -0.077 -0.023
N 0.889487 2.476402 0.219258 0.178 -0.054 0.160
C 1.577556 0.236419 -0.686391 -0.421 -0.190 0.116
N 0.756874 -0.794113 -0.839598 0.159 0.007 -0.164
H -1.133082 -2.774126 0.054921 -0.030 0.140 -0.057
H -2.422233 -1.571802 0.231035 0.143 -0.026 -0.078
H -1.778497 -1.952584 -1.375477 0.066 0.035 0.137
H -1.310149 0.758294 1.186196 0.162 -0.052 -0.100
H 1.799517 2.718146 -0.161476 -0.093 0.069 0.003
H 0.805969 2.931062 1.124420 0.003 -0.007 -0.181
H 1.487636 0.662728 1.218952 -0.138 0.102 0.091
H 0.993452 -1.578264 -1.434058 -0.069 0.113 0.040
```
Forces are in eV/Å.

## Properties
- HOMO: -8.461 eV
- Gap between HOMO and LUMO: 9.3766 eV
- Net charge: 0


# 6
The following is a quantum chemistry calculation of C4H4N4O in the gas phase, from OMol25.

The geometry in XYZ format:
```
13
Properties=species:S:1:pos:R:3:forces:R:3
H -3.080095 0.875307 0.029007 0.936 0.029 0.322
N -2.059258 1.076827 0.097817 -0.564 -0.206 -0.728
C -1.349621 0.024554 -0.032505 -1.295 -0.817 0.602
N -1.766918 -1.300695 -0.112780 -0.169 0.048 -0.024
C 0.111055 0.171276 -0.039059 2.860 -1.713 0.393
N 0.944719 -0.856930 0.018017 -1.891 1.459 -0.412
C 2.248788 -0.273624 -0.029069 -1.397 0.825 0.421
O 3.286913 -0.831800 0.045467 0.751 -0.415 -0.105
C 1.979013 1.241592 -0.063349 0.138 0.108 -0.027
N 0.729487 1.490018 -0.048205 0.513 -0.066 -0.115
H -2.741057 -1.576094 0.023648 0.616 0.642 -0.024
H -1.100995 -2.012739 0.155154 0.098 0.225 -0.233
H 2.797966 1.972307 -0.044139 -0.595 -0.118 -0.068
```
Forces are in eV/Å.

## Properties
- HOMO: -9.936 eV
- Gap between HOMO and LUMO: 8.1265 eV
- SMILES: [H]/N=C(\N)C1=NC(=O)C=N1
- Net charge: 0


Question: Look up the net charge of the sixth one.
Answer: 0